The following is a DFT calculation (ωB97M-V/def2-TZVPD) of a structure of composition C24H60F2N10O12P3Ti at a distorted geometry.

```
112
Properties=species:S:1:pos:R:3:forces:R:3
Ti -8.3984 14.5080 22.3742 -0.09 -1.09 -1.24
N -7.4263 14.2744 19.3038 0.19 -0.22 0.70
O -6.2336 14.1482 19.6604 -1.18 -0.39 0.29
O -7.8109 13.9724 18.1677 -0.76 -0.85 1.30
O -8.2469 14.8266 20.1034 -0.50 -0.10 0.98
C -7.4960 11.7229 15.6769 0.36 -0.25 0.64
C -6.4558 11.7164 14.5629 -0.88 -0.35 0.35
O -6.5963 10.4051 14.0612 0.86 0.59 -0.66
C -7.0030 9.5893 15.0669 -1.37 -0.20 -0.38
O -7.0335 8.4037 15.0251 0.48 0.24 0.11
O -7.5667 10.3454 16.0220 0.19 -0.63 0.75
F -5.1996 11.8251 15.0844 0.16 0.21 0.09
H -8.5116 12.0057 15.3992 0.27 0.48 -0.23
H -7.1275 12.2372 16.5652 -0.29 0.30 -0.20
H -6.6033 12.5056 13.8306 0.11 -0.38 -0.41
C -5.6113 14.7928 17.1793 -0.15 -0.48 0.10
C -4.2144 14.6435 17.7198 -0.34 0.82 -0.74
O -3.4582 15.1612 16.6183 -0.22 -0.25 0.37
C -4.2743 15.9933 15.8768 1.19 -0.46 1.03
O -3.8073 16.7167 15.0701 -0.51 0.45 -0.76
O -5.5442 15.9110 16.3056 0.42 0.38 -0.28
F -3.9307 13.3504 17.9749 0.39 -0.08 -0.20
H -6.3733 14.8524 17.9540 1.44 1.16 -1.90
H -5.8284 13.9281 16.5434 0.09 -0.12 0.32
H -4.0073 15.2498 18.6053 0.10 -0.21 0.04
O -11.0369 17.0437 14.0914 -0.38 0.87 0.33
P -10.2725 17.1140 15.3515 0.03 -1.26 1.54
N -10.9257 16.0897 16.5182 -0.29 -0.68 0.16
C -10.3211 15.7323 17.7954 -0.13 0.98 0.43
C -12.1203 15.3049 16.2415 0.11 0.39 -1.70
N -10.1778 18.5821 16.2092 -0.19 -0.75 -0.96
C -10.6945 19.8033 15.5874 1.69 0.41 0.29
C -9.1242 18.8198 17.1938 0.12 -0.31 -0.55
N -8.7130 16.5015 15.1707 1.31 1.52 0.45
C -7.7836 17.4297 14.4638 -0.88 -0.03 0.23
C -8.4270 15.1123 14.9011 -0.82 0.18 0.61
H -10.7023 14.7816 18.1692 0.35 -0.37 -0.50
H -10.6308 16.4098 18.6050 0.04 0.33 -0.14
H -9.2324 15.7509 17.7765 -0.19 -0.24 -0.14
H -11.8140 14.3580 15.7779 -0.34 -0.39 0.53
H -12.6967 15.7850 15.4460 0.04 0.13 0.13
H -12.8018 15.1907 17.0820 0.32 -0.10 0.28
H -9.9969 20.0716 14.7826 -0.75 0.04 -0.63
H -11.7488 19.7876 15.3372 0.09 -0.23 -0.31
H -10.4949 20.6293 16.2764 -0.46 -0.16 0.32
H -8.7519 17.8885 17.6164 -0.30 -0.03 0.17
H -8.2354 19.2514 16.7183 -0.14 0.42 0.16
H -9.5210 19.4764 17.9640 0.27 0.02 0.13
H -6.7212 17.3373 14.6847 -0.16 -0.26 0.69
H -7.8200 17.3328 13.3733 -0.48 -0.02 -0.06
H -8.1511 18.4102 14.7682 0.49 0.28 -0.43
H -7.5402 14.7899 15.4479 0.46 0.24 -0.57
H -8.3816 15.0488 13.8115 0.21 -0.93 0.03
H -9.1866 14.4787 15.3709 -0.37 0.10 -0.57
O -7.1600 20.5188 19.4534 0.15 0.04 -0.23
P -5.9010 19.9607 19.9764 1.77 -0.52 -0.83
N -6.0370 18.7833 21.1709 0.64 0.05 0.10
C -6.7010 17.5616 20.7112 -0.14 0.11 -0.49
C -6.3028 19.1388 22.5372 0.09 -0.18 1.34
N -4.8249 21.1451 20.5140 -0.04 -0.54 0.72
C -3.8087 20.9489 21.5450 -0.30 -1.12 -0.74
C -4.9125 22.4662 19.8756 -1.93 -1.10 -0.58
N -4.9959 19.0714 18.8279 -1.38 -0.24 1.42
C -5.1954 19.1004 17.3960 0.28 1.13 -0.11
C -3.7292 18.5033 19.2567 0.37 -0.06 -1.23
H -7.7021 17.7748 20.3251 0.04 -0.06 -0.31
H -6.8538 16.8053 21.4749 0.36 0.24 0.66
H -6.0787 17.0704 19.9645 -0.23 0.08 -0.26
H -6.2703 18.2484 23.1766 -0.61 -0.30 -0.42
H -7.2575 19.6577 22.6734 0.09 0.01 0.17
H -5.4935 19.6570 23.0643 -0.12 0.69 -0.76
H -3.7052 19.8749 21.7250 -0.30 0.05 0.24
H -2.8117 21.1755 21.1618 -0.04 0.74 0.22
H -4.0984 21.4303 22.4781 0.46 0.29 0.06
H -4.1525 23.1639 20.2003 0.06 -0.07 0.10
H -4.9525 22.3297 18.7884 0.77 0.21 -0.04
H -5.9457 22.7929 20.0399 0.35 0.77 0.39
H -4.5792 19.9297 17.0201 0.13 -0.39 -0.61
H -4.9063 18.1464 16.9658 0.04 0.18 -0.13
H -6.2070 19.3400 17.0703 -0.11 -0.17 0.51
H -3.3527 17.9248 18.4064 -0.03 -0.17 0.07
H -3.7846 17.8078 20.0939 -0.19 0.29 0.26
H -2.9380 19.2495 19.3907 -0.12 0.11 0.44
O -8.8677 12.2813 22.3049 0.61 1.35 0.73
P -8.8949 10.9913 21.5746 0.16 -3.24 -0.98
N -10.1774 10.7771 20.5410 0.08 0.27 0.06
C -11.5265 10.7676 21.0762 -0.34 -0.03 1.09
C -10.1361 11.2099 19.1574 0.36 0.72 -0.69
N -9.0094 9.6188 22.6162 -1.16 0.45 -1.11
C -9.4602 8.3630 21.9954 0.71 -0.36 0.47
C -8.0454 9.4516 23.6946 -0.13 1.23 0.76
N -7.5572 10.7107 20.6105 -1.04 1.33 1.20
C -7.3819 9.5792 19.6877 0.93 1.43 0.14
C -6.3027 11.3107 21.0892 0.21 -0.24 -1.12
H -12.2311 10.3128 20.3804 0.21 -0.31 -0.01
H -11.9659 11.7388 21.3391 0.45 0.30 -0.37
H -11.5121 10.2411 22.0345 -0.20 -0.28 -0.22
H -10.5759 10.4791 18.4742 -0.06 -0.18 0.24
H -9.1236 11.4136 18.8070 0.03 -0.16 0.20
H -10.6687 12.1562 19.0116 -0.13 -0.04 0.14
H -8.6317 7.8554 21.4893 -0.03 0.03 -0.21
H -9.7487 7.6788 22.7955 -0.28 0.10 0.00
H -10.2795 8.4848 21.2961 0.00 0.12 0.10
H -7.8313 8.4567 24.0855 -0.31 -0.41 -0.96
H -7.0964 9.9128 23.4111 0.12 -0.02 0.34
H -8.4700 9.9296 24.5844 0.44 0.39 -0.03
H -6.6369 8.9334 20.1568 -0.30 -0.59 -0.29
H -8.2949 9.1035 19.3520 -0.11 -0.12 0.41
H -6.9200 10.0432 18.8102 0.07 -0.43 -0.21
H -5.6353 10.5231 21.4502 0.07 0.08 0.18
H -6.4509 12.0726 21.8482 -0.19 -0.16 0.13
H -5.8234 11.8163 20.2465 0.18 -0.08 0.08
```
Positions in Å, forces in eV/Å.

Values from the calculation:
ΔE to the lowest compared entry with this formula, charge and spin	354.5	kJ/mol
gap between HOMO and LUMO (spin up / spin down)	6.7 / 7.6	eV
2S+1	4
highest occupied orbital energy (spin up / spin down)	-6.93 / -8.01	eV

---

The following is a DFT calculation (ωB97M-V/def2-TZVPD) of a structure of composition C24H60F8K2N4O28S8 at a distorted geometry.

```
134
Properties=species:S:1:pos:R:3:forces:R:3
K 2.7250 -1.7388 -5.1650 -0.03 -0.38 0.19
K 2.2834 4.6813 -2.2376 -0.19 -0.23 0.20
N 2.2786 -7.0326 -6.0970 1.50 -1.00 -4.59
S 1.1126 -8.0587 -6.2461 -6.33 -4.16 5.31
O 1.3082 -9.4401 -5.7391 0.43 2.57 -1.91
O 0.0715 -7.8869 -7.2612 2.08 0.03 0.40
F 0.3433 -7.4955 -4.9413 -0.14 0.57 -0.01
S 2.8603 -7.5444 -7.6526 3.76 1.10 -1.15
O 2.3287 -6.9484 -8.8512 -0.26 0.14 1.19
O 3.2612 -8.9221 -7.7441 -0.79 0.57 0.33
F 4.2911 -6.8256 -7.5329 -0.28 0.37 0.31
N 3.6193 -8.5392 3.4884 -4.38 3.51 2.93
S 3.7347 -9.9741 3.9393 3.30 -8.46 -0.25
O 2.9348 -11.0061 3.2112 1.52 2.56 1.90
O 4.1363 -10.3156 5.3336 -1.68 1.05 -2.42
F 5.1613 -10.0382 3.2284 0.79 -1.06 -0.51
S 2.3525 -8.1942 4.6171 -3.15 3.08 0.13
O 2.7013 -7.8332 5.9844 0.21 -0.69 -2.00
O 1.0824 -8.9477 4.4580 3.09 1.35 -0.02
F 2.0152 -6.7096 3.9707 0.30 -1.39 0.35
N -0.5192 0.3072 -1.8263 -3.67 1.42 -1.90
S -0.5251 -0.6455 -0.6435 1.92 -5.04 6.53
O -0.0090 -1.9928 -0.9654 -1.22 2.78 0.46
O -1.5500 -0.5183 0.4284 1.09 -0.34 -3.19
F 0.6677 0.0337 0.1582 1.01 0.24 -0.20
S -2.1416 0.1249 -2.2529 -1.64 -0.41 -2.93
O -3.1826 0.9657 -1.7084 1.63 -0.61 0.39
O -2.5030 -1.2333 -2.6496 0.81 1.83 1.27
F -1.9159 0.8153 -3.6608 0.30 0.51 -0.69
N 8.4236 -2.6272 -1.2905 -0.26 4.55 -0.17
S 9.3138 -2.3561 -2.5437 3.97 -4.54 -4.46
O 10.6706 -1.8441 -2.4057 -1.66 -0.34 0.29
O 8.6818 -2.0019 -3.8162 0.20 -0.26 1.76
F 9.5747 -3.9857 -2.6411 0.16 0.85 -0.79
S 8.1501 -0.9680 -1.1148 -2.16 0.61 3.27
O 7.0312 -0.4808 -1.9333 2.04 -0.19 1.10
O 9.2999 -0.1442 -0.7518 -1.75 -0.69 -1.46
F 7.5134 -1.1707 0.3158 -0.68 0.23 0.29
C 10.5481 0.0860 8.1447 -0.07 -0.11 0.09
O 10.3572 1.0956 7.2164 0.26 0.67 -1.81
C 10.3197 2.4173 7.6893 -1.15 -0.50 -0.04
C 9.7960 3.3802 6.6457 1.41 1.14 -0.19
O 8.6711 2.9166 6.0697 -2.42 -1.00 -1.15
C 8.0349 3.7730 5.1200 0.37 -0.79 0.45
H 10.6282 -0.8594 7.6082 0.13 0.12 -0.11
H 9.6649 -0.0022 8.7773 0.08 0.06 0.55
H 11.4718 0.2697 8.6934 0.01 -0.21 0.47
H 11.2984 2.7586 8.0267 0.03 0.05 0.42
H 9.5273 2.4374 8.4375 0.32 0.18 0.86
H 10.5319 3.6346 5.8830 0.53 -0.26 -0.30
H 9.5669 4.3452 7.0978 0.27 0.33 0.76
H 7.3962 4.5213 5.5894 0.07 0.19 0.29
H 7.3963 3.1224 4.5225 0.14 0.11 -0.10
H 8.7823 4.2666 4.4988 0.03 0.04 -0.19
C -10.1560 -1.8574 2.1884 1.03 0.56 0.71
O -8.8281 -1.4401 1.7929 -1.09 0.39 0.26
C -7.8275 -1.4504 2.8004 0.10 -1.49 -0.86
C -7.7958 -0.3674 3.8205 0.41 1.02 -1.01
O -8.8333 -0.3430 4.7309 -1.62 -0.80 0.19
C -8.6057 0.0965 6.0526 0.13 0.36 -1.35
H -10.5596 -1.2518 2.9998 0.19 0.32 0.13
H -10.0879 -2.8626 2.6045 -0.30 -0.35 -0.42
H -10.8474 -1.7225 1.3566 0.40 -0.45 -0.20
H -6.9055 -1.3636 2.2255 0.13 0.27 0.00
H -7.7360 -2.4464 3.2336 -0.39 -0.28 0.38
H -7.8664 0.5274 3.2022 0.24 0.63 0.10
H -6.7901 -0.4054 4.2391 0.05 0.04 0.53
H -8.0903 1.0548 5.9872 0.69 -0.06 0.46
H -8.0687 -0.7164 6.5413 0.02 0.49 0.76
H -9.5773 0.3740 6.4614 0.01 -0.65 0.29
C 1.8310 -0.1586 8.9025 -1.44 0.31 -0.45
O 0.7149 -1.0387 9.2156 1.21 -0.24 -0.37
C -0.5933 -0.4947 9.2631 1.00 -0.31 0.64
C -0.6572 0.5901 10.3201 -0.60 0.26 -0.39
O -0.0791 0.2275 11.5793 -0.54 1.16 -0.40
C 0.0535 1.4299 12.3486 0.93 -0.34 -0.08
H 2.7891 -0.6745 8.8397 -0.41 -0.46 0.63
H 1.8653 0.7083 9.5623 0.23 -0.24 0.50
H 1.7356 0.2915 7.9144 -0.43 -0.10 -0.41
H -1.3037 -1.2851 9.5054 0.45 -0.41 0.24
H -0.9203 -0.1763 8.2733 0.05 0.71 -0.09
H -1.7052 0.8635 10.4425 -0.35 -0.01 0.27
H -0.2176 1.4908 9.8916 0.56 0.23 0.29
H -0.8410 2.0481 12.4247 -0.38 -0.31 -0.03
H 0.8300 2.0603 11.9153 0.08 0.19 -0.38
H 0.4467 1.2107 13.3413 -0.38 -0.43 0.02
C -11.1394 -2.7643 -8.9037 -0.04 -0.22 -0.47
O -10.0285 -1.8892 -8.8666 -0.34 1.53 0.51
C -9.5649 -1.5071 -7.5273 0.22 -1.02 -0.57
C -8.5016 -0.3648 -7.4551 -0.07 -2.17 -0.70
O -8.9725 0.7839 -8.0103 -0.44 2.96 -1.74
C -8.0600 1.7187 -8.6696 0.31 -1.20 0.85
H -11.6438 -2.6956 -9.8676 0.10 0.66 -0.17
H -11.9072 -2.5918 -8.1495 0.20 0.18 0.31
H -10.8655 -3.8193 -8.9171 0.44 -0.20 0.66
H -9.1200 -2.4696 -7.2745 0.55 0.32 1.15
H -10.3420 -1.2788 -6.7979 -0.62 -0.03 -0.43
H -7.6551 -0.7772 -8.0041 0.54 0.27 0.06
H -8.2648 -0.1874 -6.4060 0.27 -0.41 0.21
H -7.2915 2.1305 -8.0154 -0.32 0.17 0.79
H -8.6029 2.5537 -9.1127 -0.29 -0.44 0.08
H -7.4107 1.2295 -9.3956 -0.53 -0.40 -0.55
C 4.6292 2.9605 -7.7385 -1.50 -1.28 -0.21
O 3.3752 2.4169 -8.2598 0.95 1.43 -0.04
C 3.3577 2.3220 -9.6664 -1.46 -1.80 0.81
C 1.9809 1.7009 -10.0240 1.28 0.26 0.03
O 1.7558 0.4356 -9.4013 0.89 1.09 0.37
C 0.5173 -0.0403 -9.8144 -0.79 -0.62 -0.13
H 5.1277 3.7558 -8.2927 -0.44 0.08 -0.47
H 5.2667 2.0765 -7.7393 0.58 0.38 0.73
H 4.2950 3.3583 -6.7803 0.74 -0.27 0.25
H 4.0408 1.5504 -10.0216 0.79 0.28 -0.01
H 3.5267 3.3022 -10.1123 -0.11 -0.09 -0.38
H 2.0736 1.5091 -11.0929 -0.67 0.36 -0.39
H 1.2031 2.4075 -9.7344 -0.31 -0.04 -0.29
H -0.2562 0.7222 -9.7229 -0.14 0.16 0.00
H 0.2073 -0.8862 -9.2009 0.24 0.00 0.08
H 0.5491 -0.3816 -10.8491 -0.03 0.00 -0.24
C -0.4850 6.5258 2.7358 -0.56 -0.13 0.63
O -0.9721 6.7006 1.4137 -0.43 0.20 0.17
C -1.7129 7.9307 1.1910 1.00 -0.62 0.12
C -2.6049 7.8197 -0.0300 1.60 -0.57 0.69
O -1.7882 7.6838 -1.1976 -0.78 -0.42 1.06
C -2.5974 7.8108 -2.3177 0.95 1.45 -1.81
H 0.0551 7.3657 3.1728 0.18 0.42 -0.46
H 0.1520 5.6482 2.8461 0.09 0.01 -0.73
H -1.2913 6.3238 3.4409 -0.44 0.09 -0.03
H -0.9240 8.6777 1.1030 -0.30 0.55 -0.25
H -2.3723 8.2133 2.0116 0.08 -0.29 0.44
H -3.2357 8.7078 -0.0669 -0.08 0.11 -0.25
H -3.2062 6.9271 0.1426 -0.31 -0.08 -0.34
H -3.0013 8.8232 -2.3268 -1.05 -0.06 0.27
H -3.3096 7.0293 -2.5823 -0.14 -0.10 0.64
H -1.9319 7.9417 -3.1710 0.30 -0.63 -0.21
```
Positions in Å, forces in eV/Å.

Values from the calculation:
gap between HOMO and LUMO	3.9	eV
total charge	-2
highest occupied orbital energy	-4.76	eV